[1]
{"formula": "C10H16O", "method": "ωB97M-V/def2-TZVPD", "relative_energy_ev": 1.7130, "total_charge": 0, "homo_ev": -9.21, "lumo_energy_ha": 0.0311, "energy_ev": -12676.01184, "gap_ev": 10.058, "smiles": "CCc1ccccc1.CCO", "symbols": ["C", "C", "O", "H", "H", "H", "H", "H", "H", "C", "C", "C", "C", "C", "C", "C", "C", "H", "H", "H", "H", "H", "H", "H", "H", "H", "H"], "positions_angstrom": [[-2.653, -0.374, 2.209], [-2.001, -1.102, 1.014], [-1.738, -0.234, 3.314], [-2.920, 0.616, 1.837], [-3.362, -1.081, 2.619], [-2.257, -2.145, 1.070], [-0.822, -0.299, 3.007], [-0.936, -1.070, 0.783], [-2.501, -0.752, 0.105], [1.879, -1.123, -0.362], [2.939, -1.197, -1.457], [1.016, 0.106, -0.580], [-0.052, 0.018, -1.468], [1.182, 1.259, 0.190], [-0.788, 1.179, -1.751], [0.322, 2.320, 0.052], [-0.640, 2.301, -0.986], [1.336, -2.061, -0.290], [2.406, -0.893, 0.573], [3.407, -0.228, -1.624], [-0.141, -0.928, -1.988], [2.058, 1.323, 0.831], [-1.399, 1.153, -2.647], [0.539, 3.305, 0.453], [-1.152, 3.231, -1.184], [2.505, -1.436, -2.428], [3.774, -1.889, -1.294]], "forces_ev_per_a": [[2.769, -0.661, -0.248], [-1.023, -0.247, -0.624], [0.318, 0.129, 0.065], [-0.806, -0.101, 0.533], [-1.057, 0.751, -0.266], [0.047, -0.665, 0.087], [-0.459, 0.132, -0.078], [0.026, 0.604, 0.678], [0.090, 0.031, -0.043], [1.195, 1.312, 0.230], [0.453, 0.027, -0.737], [-1.212, -1.113, 0.435], [1.040, 0.931, 0.058], [0.559, -0.317, 0.002], [-0.216, -1.328, -0.776], [-0.188, 0.814, -1.575], [0.760, 0.433, 0.996], [-0.256, 0.052, 0.131], [-0.112, -0.666, 0.059], [-0.024, 0.199, 0.247], [-0.407, 0.219, -0.300], [-0.218, 0.030, 0.146], [-0.375, 0.186, 0.299], [-0.093, -0.324, 0.610], [-0.264, -0.105, -0.182], [-0.161, -0.203, -0.006], [-0.386, -0.121, 0.258]]}

[2]
{"formula": "C10H16O2", "method": "ωB97M-V/def2-TZVPD", "relative_energy_ev": 1.8686, "total_charge": 0, "homo_ev": -8.53, "lumo_energy_ha": 0.0292, "energy_ev": -14722.60724, "gap_ev": 9.321, "smiles": "Cc1ccc(O)cc1.CC(C)O", "symbols": ["C", "C", "C", "O", "H", "H", "H", "H", "H", "H", "H", "H", "C", "C", "C", "C", "C", "C", "C", "O", "H", "H", "H", "H", "H", "H", "H", "H"], "positions_angstrom": [[0.490, -2.798, 1.956], [-0.953, -2.525, 2.252], [1.251, -1.302, 1.840], [1.060, -3.213, 3.194], [0.702, -3.486, 1.104], [-1.269, -1.502, 2.418], [1.539, -1.078, 2.872], [2.119, -1.207, 1.230], [0.510, -0.596, 1.538], [0.829, -2.557, 3.876], [-1.304, -2.959, 3.165], [-1.692, -2.786, 1.499], [-2.558, 3.012, -0.904], [-0.217, 0.001, -1.142], [-1.402, 0.745, -0.928], [0.917, 0.634, -1.632], [-1.398, 2.131, -1.083], [0.905, 1.985, -1.876], [-0.246, 2.724, -1.547], [2.094, -0.012, -1.880], [-0.221, -1.070, -1.001], [-2.307, 0.337, -0.655], [2.129, -0.791, -1.365], [1.905, 2.447, -2.318], [-2.469, 4.022, -0.578], [-3.311, 2.618, -0.182], [-0.106, 3.716, -1.838], [-3.030, 3.057, -1.898]], "forces_ev_per_a": [[1.769, 3.683, 1.158], [-2.092, 0.368, -0.772], [-1.591, -1.858, 0.138], [0.439, -1.774, 0.372], [-0.037, 0.355, 1.082], [0.817, 0.773, -0.061], [-0.006, 0.095, -0.318], [0.675, -0.286, -0.576], [-0.296, 0.700, -0.413], [0.055, -0.471, -0.644], [0.125, -0.979, 0.467], [0.170, -0.582, -0.431], [-2.762, -0.930, -0.078], [-1.220, 0.490, -0.200], [2.553, 1.105, -0.458], [0.095, -0.132, 0.308], [1.206, 0.197, 0.152], [1.252, 1.229, -0.459], [2.399, -1.680, -1.078], [0.046, 0.894, -0.761], [0.001, -0.161, 0.054], [-1.657, -1.368, 0.731], [0.083, -1.440, 0.749], [-2.454, -0.812, 1.058], [1.055, 0.738, 0.135], [0.384, -0.146, -0.625], [-0.667, 1.843, 0.118], [-0.343, 0.149, 0.352]]}

[3]
{"formula": "C10H16O4P", "method": "ωB97M-V/def2-TZVPD", "relative_energy_ev": 0.0000, "total_charge": 1, "homo_ev": -12.39, "lumo_energy_ha": -0.1582, "energy_ev": -28100.62425, "gap_ev": 8.086, "symbols": ["C", "C", "C", "C", "P", "H", "H", "H", "H", "H", "H", "H", "H", "H", "H", "H", "H", "C", "C", "C", "O", "C", "C", "C", "O", "O", "O", "H", "H", "H", "H"], "positions_angstrom": [[4.628, -0.720, -1.007], [3.524, -0.491, -2.044], [2.102, -0.397, -1.481], [1.617, -1.588, -0.662], [1.906, 1.067, -0.464], [5.503, -0.117, -1.232], [4.944, -1.759, -0.986], [4.314, -0.481, 0.011], [3.496, -1.324, -2.746], [3.737, 0.396, -2.642], [1.404, -0.234, -2.307], [1.525, -2.457, -1.309], [0.654, -1.335, -0.232], [2.307, -1.835, 0.144], [2.383, 2.195, -1.115], [0.583, 1.319, -0.120], [2.601, 0.978, 0.731], [-2.835, 1.060, 0.014], [-4.138, 1.228, 0.314], [-4.754, 0.659, 1.579], [-5.933, 0.881, 1.747], [-3.908, -0.095, 2.483], [-2.615, -0.258, 2.175], [-2.006, 0.319, 0.919], [-0.805, 0.112, 0.744], [-1.761, -0.929, 2.932], [-4.982, 1.884, -0.439], [-2.392, 1.462, -0.887], [-4.351, -0.503, 3.380], [-0.897, -0.893, 2.489], [-5.851, 1.855, 0.012]], "forces_ev_per_a": [[-0.046, -0.081, 0.059], [0.003, -0.135, -0.061], [0.052, -0.040, -0.102], [0.118, 0.002, -0.023], [-0.014, 0.351, -0.088], [0.068, 0.014, 0.007], [0.002, -0.052, 0.011], [0.024, 0.090, 0.020], [0.069, -0.006, -0.094], [-0.030, 0.055, -0.025], [-0.040, 0.059, -0.063], [-0.059, -0.037, 0.010], [-0.218, -0.339, 0.090], [0.059, 0.003, 0.029], [0.175, 0.180, -0.050], [-0.106, -0.065, -0.009], [0.152, -0.002, 0.181], [0.280, -0.050, -0.021], [-0.061, 0.026, -0.011], [0.064, -0.143, 0.212], [-0.026, 0.033, -0.052], [-0.105, 0.018, 0.018], [-0.035, 0.025, -0.043], [-0.437, 0.136, -0.096], [0.075, -0.011, 0.076], [-0.012, -0.062, 0.127], [0.071, 0.055, -0.117], [-0.054, 0.019, -0.028], [0.027, -0.011, 0.009], [0.053, -0.005, -0.031], [-0.052, -0.027, 0.066]]}

[4]
{"formula": "C10H16OS", "method": "ωB97M-V/def2-TZVPD", "relative_energy_ev": 0.4318, "total_charge": 0, "homo_ev": -8.30, "lumo_energy_ha": 0.0269, "energy_ev": -23511.92121, "gap_ev": 9.028, "smiles": "Cc1ccc(O)cc1.CCSC", "symbols": ["C", "C", "C", "S", "H", "H", "H", "H", "H", "H", "H", "H", "C", "C", "C", "C", "C", "C", "C", "O", "H", "H", "H", "H", "H", "H", "H", "H"], "positions_angstrom": [[-1.064, 0.407, 2.456], [-1.368, -0.992, 1.994], [-2.937, 1.367, 0.538], [-2.446, 1.554, 2.290], [-0.844, 0.462, 3.516], [-0.151, 0.810, 2.004], [-1.290, -1.063, 0.905], [-2.328, -1.387, 2.341], [-2.452, 2.154, -0.026], [-2.782, 0.347, 0.197], [-4.003, 1.511, 0.595], [-0.672, -1.762, 2.343], [-0.106, 1.065, -2.676], [2.524, 0.300, -0.078], [2.571, -1.086, -0.100], [1.550, 0.972, -0.805], [0.643, 0.302, -1.616], [1.673, -1.755, -0.922], [0.701, -1.088, -1.650], [3.466, -1.728, 0.687], [3.266, 0.862, 0.477], [1.462, 2.049, -0.682], [1.820, -2.827, -1.034], [3.489, -2.668, 0.473], [-0.436, 2.055, -2.376], [-0.951, 0.528, -3.087], [0.055, -1.672, -2.291], [0.610, 1.284, -3.476]], "forces_ev_per_a": [[0.440, 0.370, 0.245], [0.162, -1.108, -0.304], [0.053, 0.066, 1.148], [-0.106, -0.110, -0.200], [-0.130, -0.211, 0.374], [-0.211, -0.125, -0.334], [-0.311, 0.030, 0.074], [-0.134, 0.479, -0.206], [0.008, -0.256, -0.472], [0.288, 0.178, -0.200], [-0.387, 0.267, -0.374], [0.407, 0.412, 0.183], [0.251, 0.338, -0.037], [-0.021, 0.266, 0.210], [-0.592, 0.431, -0.489], [-0.003, -0.013, 0.501], [0.017, 0.012, -0.484], [0.280, -0.607, 0.218], [0.488, 0.108, 0.040], [0.498, -0.191, 0.078], [-0.137, -0.105, 0.191], [0.221, -0.057, -0.318], [-0.366, -0.023, 0.085], [-0.083, 0.115, 0.017], [-0.203, 0.062, 0.424], [-0.141, -0.180, -0.085], [-0.101, 0.106, -0.128], [-0.187, -0.254, -0.155]]}

[5]
{"formula": "C10H16S", "method": "ωB97M-V/def2-TZVPD", "relative_energy_ev": 0.4827, "total_charge": 0, "homo_ev": -8.29, "lumo_energy_ha": 0.0324, "energy_ev": -21464.36696, "gap_ev": 9.173, "smiles": "Cc1ccccc1.CCSC", "symbols": ["C", "C", "C", "S", "H", "H", "H", "H", "H", "H", "H", "H", "C", "C", "C", "C", "C", "C", "C", "H", "H", "H", "H", "H", "H", "H", "H"], "positions_angstrom": [[-0.502, -2.893, 0.078], [0.756, -3.552, -0.508], [-2.145, -0.700, -0.653], [-1.643, -2.353, -1.217], [-1.012, -3.461, 0.862], [-0.165, -2.008, 0.612], [1.343, -3.926, 0.334], [1.353, -2.751, -0.936], [-3.232, -0.607, -0.596], [-1.610, -0.402, 0.237], [-1.865, -0.021, -1.451], [0.515, -4.377, -1.171], [0.229, 0.547, 2.090], [0.187, 3.503, -0.285], [-0.020, 2.703, 0.832], [0.839, 2.944, -1.374], [0.358, 1.373, 0.822], [1.318, 1.640, -1.348], [0.995, 0.819, -0.282], [-0.121, 4.522, -0.397], [-0.417, 3.138, 1.737], [0.970, 3.542, -2.264], [1.932, 1.351, -2.192], [-0.799, 0.508, 2.468], [0.744, 1.108, 2.877], [1.313, -0.212, -0.276], [0.678, -0.434, 2.000]], "forces_ev_per_a": [[0.254, 0.354, 0.419], [-0.492, 0.264, 1.163], [-0.221, 0.069, -0.992], [-0.084, -0.104, 0.044], [0.027, -0.414, -0.407], [-0.029, 0.258, -0.093], [0.025, -0.260, -0.064], [0.025, -0.264, -0.652], [0.176, -0.254, 0.540], [-0.202, -0.044, 0.278], [0.236, 0.244, -0.001], [0.210, 0.124, -0.278], [-0.234, 1.124, 0.275], [0.181, -0.903, -0.479], [0.028, 0.635, -0.123], [0.065, 0.077, -0.056], [0.189, -0.861, 0.598], [-0.339, 0.479, -0.409], [0.415, 0.506, -0.139], [-0.272, 0.408, 0.470], [-0.224, -0.034, 0.095], [0.236, 0.093, -0.054], [-0.167, -0.516, 0.059], [0.002, -0.358, -0.315], [0.224, -0.280, 0.008], [0.053, -0.169, 0.093], [-0.084, -0.176, 0.018]]}

[6]
{"formula": "C10H17AgNO5", "method": "ωB97M-V/def2-TZVPD", "relative_energy_ev": 0.5517, "total_charge": 1, "homo_ev": -12.35, "lumo_energy_ha": -0.1842, "energy_ev": -26363.59400, "gap_ev": 7.341, "symbols": ["Ag", "O", "C", "O", "C", "O", "N", "C", "C", "H", "H", "H", "H", "C", "C", "H", "H", "H", "C", "O", "C", "C", "O", "C", "H", "H", "H", "H", "H", "H", "H", "H", "H", "H"], "positions_angstrom": [[-1.015, -0.223, 0.509], [1.256, 1.882, -3.419], [0.546, 1.196, -4.132], [2.673, -0.422, -2.923], [1.951, -0.832, -3.805], [1.984, -2.108, -4.315], [0.936, -0.117, -4.505], [1.148, -2.184, -5.505], [0.330, -0.916, -5.567], [0.525, -3.082, -5.447], [1.809, -2.269, -6.382], [-0.730, -1.119, -5.355], [0.423, -0.442, -6.552], [-0.758, 1.595, -4.697], [-1.447, 2.633, -4.201], [-1.121, 1.018, -5.552], [-1.126, 3.163, -3.301], [-2.328, 2.973, -4.740], [-2.845, -0.382, 2.740], [-1.521, -0.949, 2.684], [-0.630, -0.534, 3.738], [0.157, 0.727, 3.387], [0.541, 0.791, 2.006], [1.913, 0.502, 1.701], [-3.086, 0.128, 1.788], [-2.915, 0.365, 3.551], [-3.562, -1.201, 2.891], [-1.210, -0.316, 4.648], [0.052, -1.381, 3.900], [-0.503, 1.599, 3.540], [1.046, 0.786, 4.036], [2.083, 0.833, 0.670], [2.585, 1.043, 2.393], [2.110, -0.584, 1.761]], "forces_ev_per_a": [[0.497, 0.069, 0.098], [-1.125, -0.488, -0.481], [1.224, -0.308, 0.507], [-1.311, -0.989, -1.180], [0.525, 0.451, 0.116], [-0.459, 0.898, -0.130], [0.569, 0.150, 0.569], [0.792, -0.797, -0.123], [-0.452, 0.289, 0.317], [0.260, 0.191, 0.115], [-0.144, -0.042, 0.408], [0.251, 0.101, -0.110], [-0.079, 0.014, 0.314], [-0.544, 0.684, 0.033], [0.343, -0.549, -0.489], [0.029, 0.512, 0.259], [0.051, -0.076, -0.430], [-0.035, -0.069, 0.386], [-0.248, 0.098, 0.292], [-0.040, 0.378, 0.103], [0.270, -0.379, -0.157], [-0.362, 0.418, -0.235], [-0.159, -0.139, 0.018], [0.404, -0.282, 0.055], [0.012, -0.132, 0.351], [-0.104, -0.372, -0.357], [0.159, 0.350, 0.042], [0.251, -0.333, -0.174], [-0.343, 0.190, 0.011], [0.450, -0.176, 0.041], [-0.360, 0.153, -0.197], [0.023, -0.013, 0.321], [-0.325, -0.205, -0.368], [-0.020, 0.407, 0.073]]}